[1]
Below is a molecular structure, C28H34CdN7O5PTe, with properties calculated with ωB97M-V/def2-TZVPD.

Relative energy (zero: lowest compared OMol25 entry of this formula, charge and spin)   119.7 kJ/mol
LUMO level   0.3 eV
Maximum force   0.33 eV/A
Electronic energy   -71398.935 eV
Orbital gap   5.965 eV

The geometry in XYZ format:
```
77
Properties=species:S:1:pos:R:3:forces:R:3
H -2.968 1.559 3.022 0.01 -0.01 0.00
C -2.139 0.917 1.151 0.18 -0.08 0.16
H 3.744 -2.685 -2.111 -0.01 -0.01 -0.03
H -3.142 -4.219 -1.114 0.00 -0.01 0.00
N 2.576 -1.288 3.406 0.03 0.02 0.03
N -1.006 0.541 1.621 -0.07 0.02 0.08
H -3.541 1.147 -2.020 0.01 0.00 0.01
C 0.749 4.682 -0.135 -0.03 -0.02 0.01
C -3.215 1.568 1.966 0.05 -0.04 0.03
C 0.052 5.885 -0.169 -0.01 0.01 -0.01
H 2.368 -3.575 -2.813 0.00 0.00 0.01
H 3.640 -0.807 0.371 0.04 -0.02 -0.02
H 3.792 5.832 -1.069 0.04 0.00 -0.01
C 2.739 5.847 -0.820 -0.01 0.01 -0.02
C -1.898 -2.363 3.341 0.02 -0.01 0.09
C -2.213 -4.169 -0.563 0.03 -0.04 -0.03
C -1.288 -2.365 -3.964 -0.03 0.10 0.00
H 0.038 1.628 -2.412 0.01 0.01 -0.02
O 0.798 0.209 -3.731 -0.06 -0.06 0.00
C -1.400 -2.182 4.562 -0.19 -0.04 -0.01
H -4.516 0.870 -0.568 0.00 0.00 -0.01
C 0.196 -4.027 0.827 -0.03 0.04 0.01
C -1.116 -4.926 -0.989 -0.05 0.02 -0.02
C 0.063 3.397 0.251 -0.01 -0.03 -0.04
H 2.546 7.957 -1.122 0.02 0.04 -0.01
N -0.837 -2.526 2.421 0.05 0.24 -0.23
O -0.807 0.817 2.978 -0.21 -0.03 -0.23
C 2.850 3.354 -0.442 0.00 -0.03 -0.05
Cd 0.420 -0.795 -0.149 -0.08 0.23 0.07
H 2.985 2.954 -1.446 0.04 0.01 -0.02
C 2.040 7.041 -0.851 0.00 0.00 0.01
C -2.386 0.728 -0.300 0.11 -0.05 0.03
H 1.126 -3.973 1.373 -0.02 0.01 0.01
C -0.919 -3.299 1.289 0.03 -0.12 -0.08
C 3.131 -1.009 1.299 0.06 0.08 -0.01
H -1.361 -3.345 -4.428 -0.01 -0.02 -0.02
N 0.009 -2.128 4.546 0.25 0.21 0.01
O 0.093 -2.184 -3.643 0.05 -0.15 0.15
C 0.085 -4.833 -0.288 0.02 0.02 0.05
C 0.691 7.060 -0.525 0.00 0.00 0.00
H -1.943 -2.089 5.486 -0.06 0.05 0.06
H 3.828 3.446 0.026 0.00 0.02 0.02
C 2.663 -2.702 -2.229 0.06 -0.13 0.02
C 0.714 1.549 -3.261 0.04 0.10 0.02
N -1.327 -6.495 -3.029 0.00 -0.02 -0.05
N -1.492 0.068 -0.964 -0.06 -0.02 -0.08
H -2.926 -2.436 3.040 -0.07 0.02 -0.01
H -4.162 1.049 1.808 0.02 0.00 0.00
P 0.733 -1.042 -2.739 0.14 -0.01 -0.18
H 0.936 -5.418 -0.612 0.00 0.00 -0.01
C 1.488 -1.671 2.633 -0.09 0.05 0.04
C -2.119 -3.366 0.550 0.10 0.02 0.06
C 0.358 -2.229 3.150 -0.02 -0.23 0.11
H -0.062 0.242 3.215 -0.07 -0.06 -0.07
H -0.999 5.899 0.093 -0.03 0.00 0.01
C -1.230 -5.796 -2.121 0.00 0.09 -0.02
H -1.908 -2.315 -3.072 0.00 -0.02 0.03
H -0.547 2.998 -0.560 -0.03 0.01 0.00
H 1.707 1.906 -2.989 0.03 0.03 0.00
H 0.443 -2.800 5.170 -0.05 -0.12 -0.03
O 2.284 -1.509 -2.901 -0.04 0.11 0.01
C 2.103 4.663 -0.464 0.02 0.00 -0.02
H -0.564 3.512 1.133 0.00 0.02 0.02
H 0.326 2.149 -4.081 0.01 0.01 0.01
C -3.597 1.322 -0.949 0.02 -0.01 -0.03
H -2.974 -2.778 0.853 -0.03 0.02 0.02
H 0.140 7.991 -0.541 -0.02 0.03 0.00
H -3.665 2.397 -0.767 0.01 0.01 -0.01
N 1.820 -1.495 1.309 0.06 -0.17 0.01
C 3.590 -0.860 2.551 0.05 0.03 -0.09
Te 1.631 2.020 0.698 0.00 -0.07 0.13
H -3.362 2.599 1.640 0.02 0.02 0.01
O -1.546 -0.077 -2.247 -0.20 -0.08 0.12
H 2.535 -1.132 4.397 -0.06 -0.02 0.00
H -1.603 -1.589 -4.659 -0.04 0.00 0.00
H 2.205 -2.774 -1.234 0.00 0.01 0.01
H 4.543 -0.530 2.920 0.06 0.01 0.00
```
Forces are in eV/Å.

[2]
Below is 3 unconnected molecules or ions with the total composition C28H34ClNO5S at a distorted geometry, with properties calculated with ωB97M-V/def2-TZVPD.

LUMO level   0.5 eV
SMILES string   O=C(Cc1cc(Cl)c2c(c1)Sc1ccccc1N2)c1ccccc1.COCCOC.COCCOC
Maximum force   2.17 eV/A
Electronic energy   -64670.592 eV
Orbital gap   8.460 eV

The geometry in XYZ format:
```
70
Properties=species:S:1:pos:R:3:forces:R:3
H 1.045 5.012 -6.956 0.06 0.04 0.05
H 0.825 1.150 5.715 -0.01 0.04 -0.02
C 0.664 0.646 4.761 0.00 -0.11 -0.09
C -2.935 -3.173 1.640 0.35 -0.84 0.98
C 1.918 -6.472 -0.351 -0.03 -1.29 0.03
H -0.414 4.793 -2.558 0.03 -0.06 0.03
C -1.652 1.198 0.456 0.29 -1.77 -0.32
H -3.773 -0.899 -1.271 -0.03 -0.15 0.10
C -0.706 -0.231 -1.393 -0.39 0.56 0.07
H 0.572 3.110 2.731 0.00 0.04 0.01
H 2.041 -7.236 1.666 0.01 0.00 -0.20
H 1.057 2.688 -6.025 0.01 0.01 0.07
C -3.137 -0.973 0.746 0.08 0.40 0.46
H -3.967 -3.305 -1.566 0.06 -0.04 0.14
H 0.143 -0.203 1.866 0.23 -0.23 -0.05
C -2.838 -1.812 1.802 0.14 0.61 0.51
H -1.661 3.534 -2.450 -0.08 0.07 -0.03
H -0.407 0.452 4.627 -0.02 0.01 0.10
H -2.688 -3.814 2.483 -0.03 0.07 -0.11
C 0.808 2.780 3.748 0.15 -0.09 -0.30
C -0.939 4.020 -3.117 0.07 -0.04 0.08
C 0.961 -1.915 -0.983 0.17 -0.15 -0.52
H 0.844 4.932 -5.184 0.00 -0.03 0.00
H -3.370 -4.817 0.304 0.05 0.08 0.27
H 1.644 4.674 4.262 0.00 0.00 -0.05
O -0.590 3.921 -6.315 0.12 0.04 0.18
H 1.917 -7.474 -0.771 -0.04 0.22 -0.21
C 0.949 -1.506 0.334 1.20 -1.29 1.26
O 2.259 3.301 5.626 0.04 -0.19 -0.11
H -1.169 1.628 1.339 -0.44 0.34 -0.11
H 2.834 3.521 3.642 -0.02 -0.07 -0.02
C 3.387 2.450 5.748 0.02 0.08 0.06
S 2.045 -2.364 1.459 0.02 -0.03 -0.01
O 0.019 3.079 -3.566 -0.15 0.11 -0.09
H 2.081 -4.977 2.653 -0.03 0.03 -0.13
H -0.075 1.223 -4.386 -0.01 -0.03 -0.03
H 3.386 2.035 6.755 -0.03 0.07 0.02
H 1.746 -5.533 -2.226 0.01 0.29 0.07
H -0.089 2.913 4.361 0.04 0.01 0.06
H -1.572 2.155 -4.530 -0.01 0.06 -0.06
C -3.314 -3.743 0.450 -0.28 -0.44 -0.70
C 0.121 -1.231 -1.826 -0.45 0.11 -1.37
C 1.950 3.623 4.279 -0.18 0.19 0.24
H -1.799 1.923 -0.348 -0.26 0.23 0.44
H -0.397 1.935 -6.695 0.03 -0.03 0.02
H -1.472 4.489 -3.947 -0.01 -0.03 -0.01
C 1.995 -6.368 1.018 0.14 -0.03 0.65
C 1.849 -4.096 -0.609 0.18 -0.46 -0.72
H 1.193 -0.307 4.774 0.00 0.01 -0.08
O 1.161 1.405 3.670 -0.08 0.02 0.18
C -3.642 -2.915 -0.606 -0.03 -0.14 -0.11
C -0.701 0.117 -0.064 -0.43 1.34 0.59
C 0.317 4.996 -6.138 -0.04 0.01 -0.10
C -0.035 2.663 -5.961 -0.34 -0.02 -0.15
H -1.386 0.299 -2.053 0.22 -0.23 -0.19
O -3.941 1.227 1.231 0.70 -0.56 -0.22
H 3.357 1.627 5.031 -0.01 0.02 -0.02
Cl 0.056 -1.622 -3.543 0.09 -0.12 0.31
C -3.011 0.539 0.862 -0.37 0.80 0.03
H 4.308 3.025 5.604 0.04 -0.07 -0.03
H -0.254 5.924 -6.160 -0.04 -0.04 -0.05
C 1.967 -4.011 0.757 -0.13 2.01 0.46
C 0.144 -0.512 0.825 -0.28 0.26 -0.26
C 2.019 -5.110 1.577 0.02 -0.23 0.53
C -3.543 -1.555 -0.430 -0.32 1.02 -1.30
N 1.767 -2.971 -1.477 -0.79 -0.28 0.80
C 1.827 -5.367 -1.154 -0.04 -0.21 -0.79
H -2.525 -1.404 2.760 -0.02 -0.05 -0.11
H 1.311 -3.311 -2.319 0.49 0.26 -0.24
C -0.480 2.220 -4.583 0.33 -0.07 0.15
```
Forces are in eV/Å.

[3]
Below is a molecular structure, C28H34F2N4O8PtS3 at a distorted geometry, with properties calculated with ωB97M-V/def2-TZVPD.

LUMO level   -10.7 eV
Maximum force   4.97 eV/A
Electronic energy   -93083.952 eV
Total charge   +2
Orbital gap   1.879 eV

The geometry in XYZ format:
```
80
Properties=species:S:1:pos:R:3:forces:R:3
C 0.567 -3.517 1.229 -0.41 -1.12 0.51
O -3.323 0.125 1.947 -0.03 0.14 -0.51
C 1.761 2.671 0.907 0.44 -1.86 0.98
H -4.163 -1.420 -0.329 0.48 -0.13 -0.45
H -5.127 2.977 -2.747 -0.26 0.00 0.31
H -1.214 -0.599 -0.668 0.62 0.02 0.15
C 0.974 4.923 -0.408 -0.06 1.63 0.28
H 3.075 -3.975 0.657 -0.22 0.49 0.28
C 0.750 -1.168 0.302 -0.85 0.40 -2.09
C 1.332 -2.632 0.117 0.48 -0.07 3.07
H 1.384 6.929 -1.022 -0.46 -0.03 0.09
C -1.842 -1.544 1.092 -0.87 -0.41 0.01
H 0.961 -4.801 -2.426 -0.21 -0.20 0.09
S 0.869 -0.954 -2.488 -0.98 2.45 -4.22
C 0.590 1.219 -0.983 -0.20 1.21 -0.61
C 0.649 3.685 -0.902 -0.01 -0.80 -0.45
C -6.457 2.573 -1.056 0.23 0.24 -0.31
C -5.755 0.726 0.326 -0.14 -0.56 0.81
H -0.935 -2.288 -0.645 0.62 0.28 0.16
O 2.756 -0.124 2.972 -1.13 -0.46 -0.85
C -4.451 1.366 -1.548 0.78 -0.23 -0.37
H 2.651 3.963 2.431 -0.61 -1.10 -0.15
H -0.508 1.240 -0.899 0.42 -0.78 0.24
O 3.684 0.410 0.420 -1.31 -0.63 0.93
H -5.947 0.089 1.192 0.11 0.15 -0.23
S 3.169 -3.565 -1.815 0.39 0.21 0.99
C 2.084 3.906 1.445 -0.13 1.34 -0.61
H -0.620 -5.227 2.805 -0.43 0.18 0.00
H 2.845 1.658 -2.792 0.09 -0.05 0.30
N -3.652 -0.534 -0.289 -0.58 -0.08 1.28
C 2.826 -2.899 0.513 0.89 -0.50 -2.34
H 2.072 1.791 1.471 0.10 0.34 -0.11
H -3.582 1.204 -2.191 -0.20 -0.01 0.17
Pt 3.609 5.044 3.281 0.45 0.35 0.23
H 0.428 6.058 -2.200 -0.18 -0.06 0.37
C -0.782 -1.382 -0.033 -1.39 -0.35 -0.09
H 3.609 2.418 -1.314 -0.39 -0.25 -0.22
C 3.543 1.530 -1.959 -0.72 0.79 0.37
H -0.364 6.638 -0.697 0.25 -0.11 -0.08
H 1.472 -5.195 -0.923 -0.40 -0.32 -0.10
N 0.962 -0.524 1.582 0.15 -1.13 1.99
H -7.167 3.362 -1.304 0.13 -0.22 0.17
H 4.155 -1.625 1.832 -0.44 -0.21 -0.30
H -7.528 1.921 0.665 0.31 -0.23 -0.03
C -6.647 1.751 0.046 -0.35 0.24 -0.20
N -0.577 -4.350 0.842 0.00 0.13 1.09
H -2.379 -2.505 0.976 0.58 0.16 -0.26
N 0.837 -4.582 -1.437 0.39 1.20 0.69
O 1.851 -0.578 -3.463 1.66 -0.84 1.31
C 1.055 2.488 -0.266 -0.06 1.50 -0.12
H -2.151 -5.311 1.831 0.36 0.01 0.27
O 3.853 -0.959 -1.480 -1.40 -0.42 0.02
H 4.546 1.358 -2.365 -0.28 -0.72 0.33
C 1.704 5.066 0.790 -0.17 -0.73 -0.35
H -1.712 -3.798 2.608 0.31 -0.14 -0.08
H -0.218 -5.269 0.598 -0.18 0.30 -0.72
C 1.911 -0.870 2.576 2.59 1.00 2.16
F 0.033 0.339 3.505 1.15 -0.61 -0.99
C -4.636 0.518 -0.464 -0.23 0.90 -0.73
C -5.335 2.383 -1.857 -0.10 -0.04 -0.05
C 0.554 6.212 -1.118 0.61 -0.36 -0.26
S 3.078 0.126 -0.874 4.12 1.17 -1.79
H 1.961 6.051 1.178 -0.15 -0.20 -0.15
O 0.807 -2.561 -2.405 -0.17 0.88 1.86
H 4.768 -2.003 0.126 -0.18 -0.47 0.50
O -0.737 1.113 1.644 1.27 -0.78 -0.92
H -1.471 -1.607 2.126 -0.09 0.54 -0.30
C -1.295 -4.684 2.119 -0.25 -0.19 -0.49
H 0.077 3.654 -1.836 0.16 -0.10 0.27
H 0.732 1.485 -2.048 -0.01 -0.23 0.36
C -3.018 -0.529 0.988 0.68 -0.27 0.80
C 3.949 -2.102 0.857 0.78 1.42 0.16
H 3.415 -2.676 -2.828 -0.08 0.23 0.72
C 1.263 -0.162 -0.828 -0.34 -0.93 -0.15
C 0.060 0.392 2.139 -2.83 1.30 1.11
F 1.904 -2.077 3.238 -1.00 0.33 -1.66
O -0.383 -0.488 -2.981 -0.98 -0.90 1.76
C 1.382 -3.220 -1.293 -0.60 -2.44 -2.84
H 0.190 -2.872 2.032 0.31 0.15 -0.60
H 1.274 -4.184 1.778 0.19 0.57 -0.41
```
Forces are in eV/Å.

[4]
Below is 9 unconnected molecules or ions with the total composition C28H34F8O26 at a distorted geometry, with properties calculated with ωB97M-V/def2-TZVPD.

LUMO level   0.2 eV
SMILES string   O=C1OC[C@@H](F)O1.O=C1OC[C@@H](F)O1.O=C1OC[C@@H](F)O1.O=C1OC[C@@H](F)O1.O=C1OC[C@@H](F)O1.O=C1OC[C@@H](F)O1.O=C1OC[C@@H](F)O1.O=C1OC[C@@H](F)O1.COCCOC
Maximum force   4.38 eV/A
Electronic energy   -104561.374 eV
Orbital gap   10.262 eV

The geometry in XYZ format:
```
96
Properties=species:S:1:pos:R:3:forces:R:3
C 0.371 -2.880 3.651 1.14 0.98 2.95
C -2.531 0.764 -5.180 0.86 1.22 -0.06
C -0.114 -3.141 -3.455 -0.40 2.62 0.96
H -2.895 -0.379 2.487 0.35 -0.22 0.54
H -4.104 2.769 6.846 -0.07 0.73 0.06
O 1.898 1.411 4.637 1.00 0.68 2.07
C -3.009 -0.240 1.430 -1.40 -0.44 0.25
H 0.112 -5.554 -1.471 -0.39 0.38 0.56
C 4.187 -1.420 -3.625 2.69 0.49 0.54
C -0.583 1.151 -0.900 1.46 1.17 0.66
O -4.578 3.643 4.943 0.92 -0.55 0.38
O -3.487 2.017 3.885 -0.37 -0.15 -1.29
O 4.164 1.538 -0.057 -0.73 3.18 -0.98
C -0.718 -2.995 1.738 -0.32 -1.37 -1.47
C 1.111 1.828 3.611 0.81 -0.62 -1.39
F -1.393 4.551 0.397 0.72 -0.03 -0.77
C 4.209 -3.568 -2.993 0.09 -0.91 -1.23
F 3.537 -1.086 -4.732 -1.34 0.27 -1.02
F -0.691 -6.113 -3.604 -0.73 -0.25 -0.50
H -0.607 1.254 -1.983 -0.61 -0.07 -0.18
H -3.893 -0.643 -4.336 -0.21 0.63 0.24
H -4.539 4.722 -0.173 0.07 -0.36 0.21
C -3.634 3.079 5.916 -0.07 -0.75 -1.59
H -0.756 -2.382 0.834 0.31 -0.11 0.10
H -3.087 4.903 -1.246 -0.57 0.56 0.68
H -0.304 2.185 -0.559 -0.04 -0.84 0.14
O 0.814 -4.021 3.119 0.32 -0.43 -1.99
H -3.166 -1.243 0.958 0.76 0.60 -0.10
H 6.301 -1.935 -3.324 0.54 0.90 0.09
O 3.538 -2.396 -2.900 -0.55 -0.51 0.63
H 0.783 -0.076 -2.624 0.59 0.39 0.02
H -1.682 -3.562 1.789 0.48 0.79 0.60
O -4.692 3.502 2.710 -0.92 0.79 -2.73
O 3.898 -4.609 -2.519 -0.57 0.07 0.66
C -2.583 5.033 0.843 0.26 -0.27 1.39
O 0.495 0.204 -0.614 -1.33 1.26 -0.57
C 5.851 -1.272 0.295 0.27 -3.93 0.63
O 0.217 -4.133 -4.279 -0.42 -0.41 -0.26
H -2.106 1.647 5.207 0.37 -0.24 0.49
H -4.737 0.547 -5.370 0.66 0.10 0.06
H 0.229 0.166 2.498 0.17 0.52 -0.06
C -3.047 7.234 0.696 -1.46 -2.29 -0.01
O 3.139 -0.350 5.297 -0.33 0.20 -0.54
O 0.088 -3.530 -2.134 -1.17 1.27 -1.03
H 1.444 2.822 3.270 -0.15 -0.52 -0.12
H 1.707 0.775 1.697 -0.37 0.36 0.50
C 5.526 -2.109 -4.048 -0.62 1.09 1.64
H -2.703 1.510 -0.659 0.78 -0.80 -0.17
C -3.170 1.806 5.205 0.47 0.09 0.46
H 3.836 -2.060 0.746 -0.01 -0.04 -0.14
C -3.903 0.414 -4.659 -0.58 -0.55 0.49
C 0.415 -4.067 1.732 -1.14 -0.02 1.22
F -0.167 1.958 4.025 -1.10 0.27 0.51
O 1.975 -0.348 3.345 0.80 -0.43 0.78
H 4.960 -1.918 2.119 0.18 -0.79 1.44
C 0.393 -5.317 -3.534 1.16 -0.07 -0.25
C -3.580 5.207 -0.290 0.24 1.54 -0.42
C 4.641 -1.502 1.217 0.88 1.49 -1.15
C 1.215 0.619 2.676 -0.85 -0.08 -2.23
H 0.173 -5.127 1.569 -0.28 0.53 -0.24
C 2.415 0.158 4.501 0.07 -0.31 0.26
H 2.152 -0.417 -1.501 0.09 0.03 -0.42
O -3.171 3.326 -2.974 -0.27 0.02 0.34
O -3.888 6.667 -0.223 1.55 -1.34 -0.04
F 5.814 -2.323 -0.659 0.42 0.91 0.35
H 5.813 -1.805 -5.035 0.04 -0.40 -0.60
F 1.387 -3.730 0.860 0.77 0.20 0.15
H -1.743 0.031 -4.999 -0.16 -0.02 -0.05
H -2.839 4.313 1.627 -0.46 0.53 -0.08
C -4.290 3.095 3.712 0.30 -0.54 3.81
O -4.112 1.314 -3.549 0.56 0.60 -0.30
C 0.585 -4.832 -2.120 0.79 -0.92 -1.05
H 4.324 -0.534 -2.993 -0.15 -0.14 -0.21
H 1.262 -5.834 -3.960 -0.37 -0.03 0.10
H -2.742 3.711 5.945 -0.47 0.31 0.65
O 5.678 -0.102 -0.330 0.04 1.69 -0.67
O -2.338 6.329 1.407 -0.36 -2.01 -1.18
C 4.708 0.600 0.318 -0.83 -3.86 1.91
H 1.796 1.278 -1.843 -0.14 0.22 -0.31
F -3.777 0.672 5.688 -0.20 0.26 -0.21
C 1.354 0.289 -1.752 0.21 -1.42 0.92
O -0.403 -2.179 2.846 -1.09 -0.21 -0.97
H 1.641 -4.807 -1.986 0.86 0.08 0.74
C -3.173 2.324 -3.598 0.18 -1.40 -0.78
O -0.478 -2.026 -3.794 0.68 -2.53 0.81
C -1.916 0.741 -0.379 -1.12 -0.25 -1.18
O -1.963 0.558 0.989 0.92 -0.27 0.79
O 0.665 -2.518 4.751 -0.22 -0.31 -0.36
H -3.989 0.240 1.347 -0.03 0.36 -0.33
O 5.242 -3.461 -3.840 -0.18 -0.81 -0.43
H -2.111 -0.231 -0.872 -0.43 0.23 -0.01
O -3.068 8.342 1.013 0.10 3.64 0.19
O 4.286 -0.145 1.435 0.01 1.29 -0.89
H 6.818 -1.344 0.832 -0.36 0.05 -0.57
O -2.170 1.969 -4.463 -0.80 -0.69 -0.30
F -2.538 1.044 -6.523 -0.14 -0.03 0.43
```
Forces are in eV/Å.